--- A ---
C6H6N4O | ωB97M-V/def2-TZVPD

Computed properties:
LUMO (spin up / spin down)	-1.90 / -1.56	eV
frontier orbital gap (spin up / spin down)	6.23 / 6.83	eV
multiplicity	1
highest occupied orbital energy (spin up / spin down)	-8.13 / -8.39	eV

Geometry (Å):
C -0.8632 1.2295 1.4845
C -0.3676 -1.8386 -0.1137
C 0.1993 -1.2355 0.9704
C -0.1801 0.7227 -0.8022
C -1.5190 0.0159 -0.9759
C 0.1052 1.1231 0.5500
N -1.6593 1.0842 2.2921
N 0.6463 1.0503 -1.7229
N 1.7946 -1.4811 2.6937
N 0.8996 -1.7168 1.9200
O -1.2442 -1.3594 -1.0313
H -0.0987 -2.8781 -0.2350
H -2.3093 0.1461 -0.2659
H -1.9413 0.2746 -2.0505
H 0.9945 1.6600 0.6700
H 1.4712 1.5819 -1.5455
H 2.4058 -0.6712 2.6690


--- B ---
C6H6N4O | ωB97M-V/def2-TZVPD

Computed properties:
LUMO	0.59	eV
frontier orbital gap	9.44	eV
multiplicity	1
SMILES	Cc1nc2c(N)ncnc2o1
highest occupied orbital energy	-8.85	eV

Geometry (Å):
C 2.3627 -1.9245 -0.6976
C 1.3712 -1.0456 -0.4601
N 0.5235 -0.8810 0.5351
C -0.3247 0.2146 0.1585
C -1.3744 0.7410 0.9846
N -1.8077 0.4014 2.2068
N -2.0046 1.6997 0.3445
C -1.4924 2.1974 -0.8520
N -0.4914 1.7304 -1.6445
C 0.0766 0.7615 -0.9079
O 1.0993 -0.1409 -1.4245
H 2.3873 -2.9516 -0.3781
H 2.9459 -1.9722 -1.6337
H 3.2516 -1.5550 0.0394
H -1.4851 -0.6003 2.4832
H -2.9017 0.4279 2.7539
H -2.1361 2.8973 -1.5076


B has the most favorable energy; the next structure is 111.9 kcal/mol above.


--- A ---
C5H9Br | ωB97M-V/def2-TZVPD

Computed properties:
LUMO (spin up / spin down)	-0.47 / 0.07	eV
frontier orbital gap (spin up / spin down)	8.51 / 8.28	eV
multiplicity	1
highest occupied orbital energy (spin up / spin down)	-8.98 / -8.20	eV

Geometry (Å):
C -0.2053 0.0037 0.3168
C 0.1956 1.4713 0.0480
C 0.9158 0.3138 -0.4843
C -0.6349 2.3759 -0.8677
C 0.0489 -3.3576 0.6662
Br 2.6523 -0.2512 -0.2060
H -0.0312 -0.5804 1.3218
H -1.1879 -0.2484 -0.0599
H 0.6881 2.0985 0.8738
H -0.1788 3.2217 -1.3586
H -1.4998 3.0431 -0.3182
H -1.1648 1.8211 -1.5591
H -0.8554 -3.8222 0.3543
H 0.1963 -2.2732 0.5390
H 1.0613 -3.8164 0.7340


--- B ---
C5H9Br | ωB97M-V/def2-TZVPD

Computed properties:
LUMO (spin up / spin down)	-0.97 / -0.97	eV
frontier orbital gap (spin up / spin down)	7.93 / 7.91	eV
multiplicity	1
highest occupied orbital energy (spin up / spin down)	-8.89 / -8.88	eV

Geometry (Å):
C -0.4737 -0.4462 -0.9450
C -2.8595 1.3467 0.2472
C 0.6359 -0.3536 -0.1958
C 1.6463 -1.3794 0.2587
C 0.8423 1.0496 0.1835
Br -4.2038 0.1134 0.1640
H -1.0924 0.4138 -1.0874
H -0.7168 -1.2221 -1.6181
H -2.4364 1.4665 1.2292
H 1.3007 -2.4817 0.0283
H 1.9758 -1.4384 1.2385
H 2.6278 -1.2790 -0.2918
H -0.0969 1.6669 0.0754
H 1.5086 1.4943 -0.4684
H 1.3420 1.0492 1.1819


B has the most favorable energy; the next structure is 12.6 kcal/mol above.


--- A ---
C3H5N2O2 | ωB97M-V/def2-TZVPD

Computed properties:
LUMO (spin up / spin down)	3.59 / 3.47	eV
frontier orbital gap (spin up / spin down)	7.75 / 7.51	eV
multiplicity	1
highest occupied orbital energy (spin up / spin down)	-4.16 / -4.04	eV
charge	-1

Geometry (Å):
C 1.2006 -0.8921 -1.3301
C 0.5852 -0.9257 -0.1373
C -0.8366 0.1218 1.8931
N -0.2648 1.6340 -0.8786
N 0.0045 0.1301 0.5927
O -1.6491 1.0291 2.0472
O -0.5367 -0.7912 2.6414
H 1.4684 -1.8151 -1.8446
H 1.3030 0.0361 -1.8352
H 0.4153 -1.9651 0.2548
H -0.5783 2.2720 -0.0566
H -1.1114 1.1661 -1.3467


--- B ---
C3H5N2O2 | ωB97M-V/def2-TZVPD

Computed properties:
LUMO	4.28	eV
frontier orbital gap	6.01	eV
multiplicity	1
SMILES	[O-]N1CCN2O[C@H]12
highest occupied orbital energy	-1.72	eV
charge	-1

Geometry (Å):
O -1.3198 -2.2719 -0.5472
N -0.1578 -1.4756 -0.4415
C -0.1643 -0.0607 -0.7820
C 0.1148 0.6948 0.5427
N 0.7438 -0.2515 1.3884
O 1.8474 -0.9647 0.7682
C 0.5657 -1.5375 0.7035
H -1.1024 0.3616 -1.4341
H 0.6643 0.1083 -1.4546
H 0.7942 1.6859 0.4578
H -0.8685 0.9903 1.1746
H 0.3253 -2.5267 1.2313


A has the most favorable energy; the next structure is 62.6 kcal/mol above.


--- A ---
C6H10N2O5 | ωB97M-V/def2-TZVPD

Computed properties:
LUMO	0.59	eV
frontier orbital gap	10.24	eV
multiplicity	1
SMILES	N[C@@H](CC(=O)O)C(=O)NCC(=O)O
highest occupied orbital energy	-9.65	eV

Geometry (Å):
N 2.2596 -0.1077 -0.4929
C 1.0729 0.6692 -0.0638
C 0.8817 1.9788 -0.8403
C 0.2179 3.0376 -0.0302
O 0.1350 3.0566 1.1833
O -0.3237 3.9902 -0.7702
C -0.2189 -0.2259 -0.2437
O -1.3328 0.2808 -0.4913
N -0.0227 -1.5353 -0.0971
C -1.1038 -2.5082 -0.2221
C -1.9973 -2.7484 1.0597
O -3.1384 -3.0768 1.0111
O -1.2959 -2.5704 2.1998
H 3.1186 0.2168 -0.0241
H 2.4513 -0.0289 -1.5006
H 1.2424 0.8959 0.9605
H 1.8534 2.4434 -1.0981
H 0.2779 1.8435 -1.7766
H -0.7400 4.6047 -0.1213
H 0.9226 -1.8088 0.0455
H -0.6251 -3.4270 -0.4976
H -1.7616 -2.2835 -1.1311
H -1.8729 -2.6967 2.9410


--- B ---
C6H10N2O5 | ωB97M-V/def2-TZVPD

Computed properties:
LUMO	0.05	eV
frontier orbital gap	9.50	eV
multiplicity	1
SMILES	CO[C@@H](C(C)=O)[N+](=O)[O-].CC#[N+][O-]
highest occupied orbital energy	-9.45	eV

Geometry (Å):
C -2.8741 0.6667 -0.5117
O -2.3691 0.6475 0.8150
C -0.9636 0.4376 0.8271
C -0.6849 -0.8711 -0.0053
C -1.1245 -2.0364 0.8164
O -0.1698 -0.9425 -1.0698
N -0.3447 1.6384 0.3338
O -1.0484 2.5348 -0.0487
O 0.8397 1.6055 0.0939
H -3.7969 1.1510 -0.5469
H -3.1000 -0.3282 -0.7456
H -2.1808 1.0741 -1.1527
H -0.5821 0.2586 1.9020
H -1.4230 -2.7697 0.2244
H -2.0476 -1.7699 1.4143
H -0.2994 -2.2703 1.4834
C 3.5648 0.5687 -1.2689
C 3.0903 -0.3049 -0.2388
N 2.5132 -0.6329 0.7068
O 1.9573 -1.1295 1.6049
H 4.0479 0.0429 -2.1281
H 4.2518 1.2381 -0.8520
H 2.7442 1.1916 -1.6534


A has the most favorable energy; the next structure is 197.2 kcal/mol above.


--- A ---
CH12N2O3 | ωB97M-V/def2-TZVPD

Computed properties:
LUMO	0.77	eV
frontier orbital gap	9.63	eV
multiplicity	1
SMILES	NCN.O.O.O
highest occupied orbital energy	-8.86	eV

Geometry (Å):
N 0.3240 -1.1035 1.2056
C -1.0426 -0.5863 1.3126
N -1.0698 0.8284 1.5999
H 1.0030 -0.3653 1.0849
H 0.6040 -1.7379 1.9366
H -1.5250 -0.7450 0.3475
H -1.5808 -1.1485 2.0699
H -1.2596 1.1302 2.5379
H -1.4559 1.4399 0.9056
O -0.1389 1.3583 -2.2219
H 0.4567 0.6202 -1.9937
H -0.9757 0.8830 -2.1361
O 0.1540 -1.4899 -1.7667
H 0.5810 -1.8890 -0.9972
H -0.0889 -2.1684 -2.3995
O 2.1040 1.3035 -0.3105
H 2.6674 2.0517 -0.5465
H 1.2429 1.6186 -0.6284


--- B ---
CH12N2O3 | ωB97M-V/def2-TZVPD

Computed properties:
LUMO	0.64	eV
frontier orbital gap	10.08	eV
multiplicity	1
SMILES	NCN.O.O.O
highest occupied orbital energy	-9.44	eV

Geometry (Å):
N -1.9499 0.9093 0.2950
C -0.4668 0.9581 -0.0581
N 0.4100 0.2637 0.9296
H -2.5837 1.0434 -0.4128
H -2.0497 1.8569 0.7728
H -0.3887 2.0419 -0.0306
H -0.4541 0.6476 -1.1400
H -0.2300 -0.5195 1.2515
H 1.2307 -0.0481 0.3646
O 2.0876 -3.8547 -1.3690
H 2.6631 -4.5496 -1.7154
H 2.4654 -3.4376 -0.6538
O -2.4972 1.6194 -2.9510
H -2.4429 0.6497 -2.6892
H -2.9144 1.4512 -3.7877
O 2.5706 0.0411 3.5728
H 2.1840 0.1094 4.4607
H 2.3660 0.8178 3.1608


A has the most favorable energy; the next structure is 36.8 kcal/mol above.


--- A ---
C4H13NO | ωB97M-V/def2-TZVPD

Computed properties:
LUMO	0.64	eV
frontier orbital gap	9.70	eV
multiplicity	1
SMILES	CC[C@H](C)N.O
highest occupied orbital energy	-9.05	eV

Geometry (Å):
C 0.5658 -0.3416 -1.4977
C -0.3263 -0.3047 -0.1698
C -1.7272 -0.9233 -0.3224
C -2.6141 -0.5145 0.8583
N -1.6577 -2.3637 -0.4787
H 0.4363 -1.3677 -1.8172
H -0.0241 0.2425 -2.1944
H 1.5568 -0.0619 -1.1857
H -0.4989 0.7604 -0.0176
H 0.2679 -0.8227 0.5870
H -2.0071 -0.4308 -1.2555
H -3.5856 -0.1258 0.5311
H -2.7087 -1.2885 1.6125
H -2.2264 0.3777 1.3530
H -0.7684 -2.7782 -0.6737
H -2.4022 -2.7356 -1.0285
O 4.9204 3.8382 1.4462
H 4.0458 3.7622 1.0509
H 5.0737 3.0136 1.9158


--- B ---
C4H13NO | ωB97M-V/def2-TZVPD

Computed properties:
LUMO	0.98	eV
frontier orbital gap	10.27	eV
multiplicity	1
SMILES	CC(C)N.CO
highest occupied orbital energy	-9.29	eV

Geometry (Å):
C 2.0468 0.2335 -0.8826
C 0.7284 -0.0353 -0.1408
C 0.7726 -1.4342 0.4830
N 0.4761 0.9302 0.9286
H 2.2206 -0.5050 -1.6634
H 2.8853 0.1788 -0.1850
H 2.0591 1.2322 -1.3191
H -0.1254 0.1891 -0.9416
H 0.8906 -2.1982 -0.2829
H -0.1500 -1.6271 1.0271
H 1.6080 -1.5118 1.1806
H 0.4803 1.8767 0.5632
H 1.1942 0.8720 1.6450
C -2.8014 0.4862 0.1040
O -2.1110 -0.0442 -1.0119
H -3.2841 -0.3086 0.6839
H -2.1025 1.0264 0.7529
H -3.5603 1.1827 -0.2538
H -1.2273 -0.5434 -0.6870


A has the most favorable energy; the next structure is 10.2 kcal/mol above.